A molecular structure, C25H45N6O4Ti, computed with ωB97M-V with the def2-TZVPD basis set.

Geometry as XYZ:
```
81
Properties=species:S:1:pos:R:3:forces:R:3
Ti 1.40563 0.78318 0.38387 0.0 0.0 -0.2
O 1.21153 -0.39511 -3.19890 0.0 -0.2 0.0
O 0.62166 0.21984 -1.14787 -0.1 0.0 0.2
O 2.25603 2.35605 0.49765 0.0 -0.1 -0.1
O 2.79578 4.21225 -0.67087 0.0 0.1 0.0
N -0.23872 2.39422 0.06854 -0.1 0.1 0.2
N -2.64123 -0.09350 -0.91238 0.0 0.0 -0.1
N -0.13021 -0.05775 1.69143 -0.1 0.1 -0.1
N 3.21304 0.00682 -0.43848 0.2 -0.1 0.0
N 2.91248 -0.14830 1.77889 0.1 0.0 0.1
N -0.68863 -2.05747 -0.61269 0.1 0.0 0.0
C 0.12931 -2.05591 -1.83002 0.0 0.0 -0.2
C 0.52848 3.36069 -0.76735 0.2 0.2 -0.1
C -0.14634 -1.53582 1.85403 0.1 0.0 -0.1
C 0.00576 2.20731 2.64221 0.0 0.0 0.1
C 1.98156 3.43470 -0.33810 -0.1 -0.1 0.2
C 5.86556 -0.69505 -0.46208 0.0 0.0 0.0
C -2.58807 1.23918 -0.24026 0.0 0.0 0.0
C -1.47108 2.14885 -0.76008 0.0 0.0 0.0
C -1.87083 -3.00031 -0.60804 0.0 0.0 0.0
C 5.17259 -0.68287 0.74749 0.0 0.0 0.0
C -1.88684 0.64247 3.36958 0.0 0.1 0.0
C -0.49374 3.04790 1.44555 0.1 0.0 -0.1
C -1.87284 3.67776 1.62016 0.0 0.0 -0.1
C 0.43333 0.25762 4.10754 0.0 0.0 0.0
C -3.76503 -1.09882 -0.47803 0.0 0.0 0.1
C 0.19596 -2.25837 0.55223 0.0 -0.1 0.0
C -4.65340 -0.50853 0.61292 0.0 0.0 0.0
C -0.42494 0.76021 2.94563 0.1 0.1 0.1
C 0.71742 -0.69693 -2.16123 0.1 0.1 0.0
C 3.85308 -0.31773 0.68387 -0.1 0.0 0.0
C -4.62051 -1.34755 -1.71620 0.0 0.0 0.0
C 3.88186 0.01539 -1.60315 0.0 0.0 0.0
C 5.21761 -0.33889 -1.63929 0.0 0.0 0.0
C -3.06586 -2.34301 0.10576 -0.1 0.0 0.0
C -2.23573 -3.58222 -1.96844 0.0 0.0 0.0
H 0.34342 0.95038 4.94349 0.0 0.0 0.0
H 6.91176 -0.97121 -0.48173 0.0 0.0 0.0
H 5.74533 -0.32627 -2.58240 0.0 0.0 0.0
H 0.19786 3.89210 1.45390 0.0 0.0 0.0
H 1.49216 0.20774 3.85553 0.0 0.0 0.0
H -0.23415 2.79987 3.52834 0.0 0.0 0.0
H -1.10237 -1.85190 2.26882 0.0 0.0 0.0
H -3.84489 -3.10102 0.21110 0.0 0.0 0.0
H -2.77525 -2.10203 1.13173 0.0 0.0 0.0
H -5.13448 -0.43053 -2.01145 0.0 0.0 0.0
H 1.20618 -1.95266 0.25167 0.0 0.0 0.0
H -2.06940 4.41883 0.84566 0.0 0.0 0.0
H 0.54148 3.01610 -1.80422 0.0 0.0 0.0
H 0.96541 -2.76614 -1.79031 0.0 0.0 0.0
H -1.91671 3.12317 -0.95986 0.0 0.0 0.0
H -2.53796 1.06445 0.82699 0.0 0.0 0.0
H -0.89938 0.14821 1.05614 0.0 -0.1 0.0
H -3.54398 1.72442 -0.42362 0.0 0.0 0.0
H -1.12459 1.77138 -1.72200 0.0 0.0 0.0
H -5.39186 -1.26571 0.87672 0.0 0.0 0.0
H -2.70389 2.97692 1.64717 0.0 0.0 0.0
H 0.60986 -1.81894 2.58572 0.0 0.0 0.0
H -2.01936 1.19664 4.29942 0.0 0.0 0.0
H -2.59279 1.07063 2.66087 0.0 0.0 0.0
H -4.05227 -1.71992 -2.56608 0.0 0.0 0.0
H 0.28164 -3.32750 0.78113 0.0 0.0 0.0
H -5.38806 -2.08549 -1.48609 0.0 0.0 0.0
H -2.17057 -0.38952 3.57902 0.0 0.0 0.0
H -3.16394 -4.14402 -1.86880 0.0 0.0 0.0
H 0.08980 4.36080 -0.75026 0.0 0.0 0.0
H 0.10466 -0.71574 4.46980 0.0 0.0 0.0
H -1.73345 -0.61664 -0.79555 0.0 0.0 0.0
H 2.71888 -1.02678 2.25567 0.0 0.0 0.0
H -1.88449 4.21314 2.56910 0.0 0.0 0.0
H -1.47745 -4.27738 -2.32532 0.0 0.0 0.0
H 3.28322 0.49407 2.48003 0.0 0.0 0.0
H 3.33294 0.30631 -2.48804 0.0 0.0 0.0
H -5.20941 0.36592 0.27729 0.0 0.0 0.0
H -1.59240 -3.85587 0.01660 0.0 0.0 0.0
H -2.40006 -2.83229 -2.74226 0.0 0.0 0.0
H 5.64926 -0.93538 1.68501 0.0 0.0 0.0
H -0.43690 -2.34100 -2.71124 -0.1 0.0 0.0
H 1.10300 2.21379 2.61765 0.0 0.0 0.0
H -4.10923 -0.27394 1.52778 0.0 0.0 0.0
H -2.75774 0.04911 -1.91740 0.0 0.1 0.0
```
Forces are in eV/Å.

M: 541.54 u
HOMO-LUMO gap: 0.3094 hartree
Charge: +3
E_HOMO: -18.27 eV
E_LUMO: -9.9 eV
Maximum force: 0.259 eV/A
Relative energy (zero: lowest compared OMol25 entry of this formula, charge and spin): 37.4 kJ/mol